{"formula": "C7H27B2LiNO", "method": "ωB97M-V/def2-TZVPD", "symbols": ["Li", "B", "H", "H", "H", "H", "B", "H", "H", "H", "H", "C", "C", "N", "C", "C", "C", "C", "H", "H", "H", "H", "H", "H", "H", "H", "H", "H", "H", "H", "H", "H", "H", "C", "O", "H", "H", "H", "H"], "coordinates": [[0.523, -0.508, 0.760], [1.628, 0.886, 1.754], [0.788, 1.163, 1.136], [2.161, 0.065, 1.300], [2.238, 1.761, 1.918], [1.260, 0.534, 2.706], [-0.033, -2.327, 1.617], [-0.341, -3.360, 1.664], [0.010, -1.889, 2.603], [0.958, -2.352, 1.191], [-0.682, -1.741, 0.984], [2.003, -1.544, -1.489], [0.529, -1.318, -1.818], [-0.063, -0.148, -1.178], [0.555, 1.171, -1.469], [0.358, 1.631, -2.967], [-1.484, -0.091, -1.528], [-2.205, 0.999, -0.706], [2.455, -2.433, -1.928], [2.259, -1.620, -0.432], [2.663, -0.762, -1.864], [0.349, -1.286, -2.892], [0.099, -2.259, -1.477], [0.130, 1.883, -0.762], [1.635, 1.125, -1.326], [0.691, 0.876, -3.679], [-0.649, 1.968, -3.212], [0.992, 2.514, -3.052], [-1.926, -1.024, -1.178], [-1.758, -0.015, -2.580], [-3.285, 0.866, -0.634], [-2.098, 2.036, -1.023], [-1.861, 0.954, 0.328], [-1.579, 0.497, 3.287], [-0.848, 1.686, 3.091], [-1.313, -0.065, 4.182], [-2.598, 0.826, 3.489], [-1.587, -0.173, 2.426], [0.026, 1.475, 2.754]], "atomic_forces_ev_per_a": [[0.5365, -0.3957, 1.3937], [0.6621, 0.2856, 0.2637], [-3.3727, 1.3216, -2.5653], [2.3262, -3.0743, -1.9082], [2.2775, 3.1541, 0.3058], [-1.1785, -1.5350, 3.4124], [0.7335, -1.6533, 0.2688], [-1.4961, -3.5789, -0.0062], [-0.1147, 2.1506, 3.5393], [3.8750, 0.1727, -1.7526], [-3.3450, 2.7938, -2.7243], [1.3846, 0.8049, -0.3756], [1.8700, -1.7458, 1.0009], [-0.9219, 0.6364, -3.7466], [0.6171, 0.0507, -0.3439], [-0.0958, 0.0482, 0.7697], [-2.1146, 0.1230, 2.4875], [-0.1344, 0.2964, 0.3535], [-0.7074, -0.2742, -0.1955], [-0.5745, 0.0096, 0.1415], [-0.1493, 0.3278, -0.1081], [-0.0211, 0.4185, -0.1791], [-0.9279, 0.4268, 0.2048], [0.1534, -0.0136, -0.2300], [-0.2070, -0.1677, 0.4204], [0.0113, 0.0309, 0.0852], [-0.0644, -0.2672, 0.1703], [0.1233, -0.0979, -0.0820], [0.1842, -0.2145, -0.1578], [0.9089, 0.0992, -0.2902], [0.0401, -0.4780, -0.3307], [0.3714, -0.1195, -0.3184], [0.1152, 0.0242, 0.1085], [-0.6508, 0.6106, 0.3564], [-0.8000, 0.2952, 0.1894], [0.5410, -0.1436, -0.0364], [-0.2328, -0.0770, -0.2233], [0.0824, -0.0493, -0.0168], [0.2949, -0.1952, 0.1191]], "mulliken_charge": [0.514, -0.523, -0.443, -0.141, -0.156, 0.051, 0.409, -0.167, -0.092, -0.127, -0.279, -1.184, -0.407, 0.395, -0.768, -1.371, -0.581, -1.322, 0.415, 0.270, 0.357, 0.521, 0.439, 0.484, 0.615, 0.328, 0.321, 0.433, 0.553, 0.411, 0.410, 0.333, 0.391, -0.357, -0.579, 0.240, 0.298, 0.069, 0.243], "homo_energy_ev": [-9.17, -9.15], "lumo_ev": [-0.1, -5.5], "energy_ha": -469.81593, "multiplicity": 2, "total_charge": 0}

---

{"formula": "C7H28AsCrF6N14O7", "method": "ωB97M-V/def2-TZVPD", "symbols": ["Cr", "As", "F", "F", "F", "F", "F", "F", "C", "O", "N", "N", "H", "H", "H", "H", "C", "O", "N", "N", "H", "H", "H", "H", "C", "O", "N", "N", "H", "H", "H", "H", "C", "O", "N", "N", "H", "H", "H", "H", "C", "O", "N", "N", "H", "H", "H", "H", "C", "O", "N", "N", "H", "H", "H", "H", "C", "O", "N", "N", "H", "H", "H", "H"], "coordinates": [[-0.002, 0.269, 0.008], [-1.989, -2.590, 1.823], [-0.431, -3.535, 1.681], [-1.105, -1.334, 0.934], [-3.437, -1.488, 1.877], [-2.812, -3.899, 2.622], [-1.336, -1.871, 3.326], [-2.537, -3.369, 0.271], [0.446, -2.786, -1.530], [0.466, -1.707, -0.938], [0.856, -3.153, -2.649], [0.092, -3.845, -0.899], [1.118, -2.450, -3.325], [0.510, -4.071, -2.888], [-0.197, -3.717, 0.060], [0.156, -4.797, -1.228], [3.275, 0.470, -0.455], [2.038, 0.587, -0.491], [3.927, -0.559, -0.963], [4.081, 1.295, 0.095], [4.824, -0.591, -0.502], [3.497, -1.385, -1.356], [3.502, 1.919, 0.639], [5.052, 1.088, 0.279], [-3.150, 0.351, -0.786], [-2.013, 0.537, -0.589], [-4.123, 0.130, 0.039], [-3.633, 0.304, -1.909], [-3.917, -0.380, 0.886], [-5.000, 0.051, -0.456], [-3.125, 0.418, -2.774], [-4.486, -0.237, -1.941], [1.810, -1.151, 2.430], [1.127, -0.646, 1.564], [2.807, -0.523, 3.073], [1.705, -2.332, 2.948], [3.416, -1.007, 3.717], [2.960, 0.468, 2.950], [1.070, -3.104, 2.804], [2.639, -2.499, 3.294], [-1.511, 1.305, 2.661], [-0.743, 1.066, 1.775], [-1.741, 0.605, 3.755], [-2.251, 2.397, 2.781], [-2.586, 0.932, 4.201], [-1.472, -0.367, 3.790], [-2.189, 3.016, 1.986], [-2.848, 2.614, 3.567], [0.524, 0.740, -3.147], [0.151, 0.610, -2.039], [1.320, 1.635, -3.590], [0.203, -0.022, -4.140], [1.587, 1.684, -4.563], [1.334, 2.443, -2.984], [-0.634, -0.577, -4.026], [0.347, 0.272, -5.095], [0.129, 3.535, -0.692], [-0.122, 2.442, -0.233], [1.335, 3.914, -1.133], [-0.673, 4.557, -0.745], [1.491, 4.877, -1.398], [2.234, 3.495, -0.940], [-0.429, 5.417, -1.214], [-1.534, 4.548, -0.216]], "atomic_forces_ev_per_a": [[-1.3608, 3.7165, -0.0311], [-2.0677, -0.9423, 0.8655], [-1.0986, 0.2556, -0.2124], [-1.4148, -1.2289, 0.1246], [2.1968, -2.0174, 0.6187], [1.1020, 1.5691, -0.4150], [-0.5093, -1.8964, -1.6723], [1.1902, 1.3996, 1.1911], [0.1153, 5.0113, 2.5101], [0.3898, -0.6168, -0.7745], [1.6110, -0.2350, -6.1532], [-2.4852, -4.3955, 4.4867], [0.1899, -0.2074, -0.6151], [0.7441, 0.1636, -1.3671], [-0.5481, -0.1590, 1.6298], [0.0704, -0.4691, -0.1108], [-2.0812, -3.0602, -1.2892], [-0.1617, 0.8029, 0.0546], [0.9006, -1.5785, -0.5144], [0.2822, 3.6618, 2.2546], [0.2043, -1.2579, -0.9592], [0.1689, 0.3292, 0.2840], [1.1364, 0.6913, 0.5390], [-0.1980, 0.5655, 0.1070], [-2.2401, -0.9495, 3.5193], [8.5682, 1.1572, 2.2471], [-1.8650, -0.1056, 3.7688], [-3.1778, -0.6624, -10.6373], [-0.6169, 0.3933, 0.0025], [-0.2608, -0.0870, 1.4919], [-0.0268, 0.1667, 0.3095], [0.2512, 0.4287, -1.2991], [0.3180, 1.1441, 0.6849], [-0.5924, 0.7459, -1.2599], [1.5306, 2.3200, -0.3135], [0.7684, -3.4763, 0.9084], [-0.2878, 0.4539, 0.1067], [-0.0084, -0.2956, -0.0445], [0.0639, 0.5247, -0.3857], [-0.7884, -1.5971, 0.7230], [-2.5159, 0.5295, 3.7864], [2.8047, -0.7826, -3.2697], [0.1858, -1.7058, 1.0403], [-0.2906, 2.8840, -2.6901], [0.3869, -0.9763, 0.6050], [-0.2179, 0.4919, 0.3922], [-0.4064, 0.3015, 0.4646], [0.2717, 0.1098, -0.3810], [0.8849, 0.1231, -2.6346], [-2.3473, -0.9535, 4.6625], [2.9699, 4.4665, 0.4987], [-2.7314, -4.7918, -3.0762], [-0.0187, 0.4210, 0.3876], [0.8652, 0.4397, -0.3510], [0.0874, -0.1382, -0.0861], [-0.0653, -0.0629, 0.1777], [2.2333, 0.6707, 0.1446], [-0.8360, -2.1502, 0.9837], [2.9776, 0.2298, -1.4708], [-3.2688, 1.6203, 0.3058], [-0.2553, -0.0534, 0.1191], [-0.5941, -0.7205, 0.1596], [-0.0955, -0.1600, 0.2960], [-0.0365, -0.0559, -0.4382]], "mulliken_charge": [-0.209, 1.691, -0.672, 0.653, -0.544, -0.403, -0.476, -0.476, 0.323, -0.345, -0.235, 0.020, 0.291, 0.243, 0.099, 0.356, 0.478, -0.159, -0.418, -0.376, 0.187, 0.160, 0.269, 0.243, 0.351, -0.284, -0.357, -0.348, 0.365, 0.159, 0.179, 0.196, 0.464, 0.106, -0.447, -0.217, 0.149, 0.218, 0.137, 0.179, 0.409, 0.036, -0.337, -0.459, 0.194, 0.252, 0.139, 0.192, 0.557, -0.172, -0.369, -0.453, 0.225, 0.203, 0.305, 0.210, 0.551, 0.079, -0.423, -0.409, 0.179, 0.120, 0.191, 0.226], "homo_energy_ev": [-17.18, -17.17], "lumo_ev": [-10.4, -14.2], "energy_ha": -5455.46059, "multiplicity": 5, "total_charge": 3}

---

{"formula": "C7H28ClN14O7", "method": "ωB97M-V/def2-TZVPD", "symbols": ["Cl", "C", "O", "N", "N", "H", "H", "H", "H", "C", "O", "N", "N", "H", "H", "H", "H", "C", "O", "N", "N", "H", "H", "H", "H", "C", "O", "N", "N", "H", "H", "H", "H", "C", "O", "N", "N", "H", "H", "H", "H", "C", "O", "N", "N", "H", "H", "H", "H", "C", "O", "N", "N", "H", "H", "H", "H"], "coordinates": [[0.613, -0.293, 0.159], [3.998, 1.559, 2.460], [3.385, 1.437, 3.520], [4.900, 2.562, 2.288], [3.719, 0.878, 1.291], [5.413, 2.607, 1.430], [5.118, 3.075, 3.123], [2.998, 0.175, 1.284], [3.928, 1.334, 0.425], [1.024, 2.985, -2.456], [1.455, 3.597, -3.443], [0.092, 3.498, -1.599], [1.207, 1.636, -2.351], [-0.005, 4.498, -1.639], [-0.054, 2.981, -0.744], [0.831, 1.121, -1.565], [1.810, 1.223, -3.037], [-3.206, 0.759, -2.340], [-4.324, 0.426, -2.736], [-2.426, 1.659, -3.031], [-2.660, 0.216, -1.229], [-2.927, 2.063, -3.802], [-1.667, 2.171, -2.613], [-3.249, -0.439, -0.742], [-1.789, 0.550, -0.853], [-0.265, -2.282, -3.915], [-0.111, -2.461, -5.124], [-0.496, -3.291, -3.029], [-0.093, -1.059, -3.329], [-0.491, -4.219, -3.406], [-0.823, -3.116, -2.097], [0.118, -0.319, -3.971], [-0.156, -1.018, -2.328], [-0.898, 3.084, 1.986], [-1.398, 4.168, 2.328], [-1.632, 2.221, 1.254], [0.372, 2.705, 2.250], [-1.292, 1.296, 1.048], [-2.564, 2.511, 1.025], [0.980, 3.250, 2.834], [0.717, 1.786, 2.025], [0.198, -1.518, 4.171], [-0.237, -1.577, 5.317], [0.532, -2.653, 3.484], [0.464, -0.374, 3.492], [0.343, -3.578, 3.807], [0.997, -2.541, 2.598], [0.652, -0.497, 2.496], [0.331, 0.541, 3.871], [-2.054, -3.800, 0.149], [-3.009, -3.026, 0.148], [-2.150, -5.031, -0.442], [-0.861, -3.568, 0.737], [-3.041, -5.303, -0.819], [-1.467, -5.750, -0.308], [-0.672, -2.604, 0.976], [-0.178, -4.255, 0.976]], "atomic_forces_ev_per_a": [[-0.1766, -0.1059, 0.2264], [-1.7933, 0.4617, -0.1650], [0.6221, -0.5431, -0.5951], [0.1310, -0.1710, 0.0701], [0.4745, -0.2111, 0.8599], [0.4074, 0.3111, 0.2139], [0.2945, 0.1706, -0.2498], [-0.2040, 0.1940, -0.0254], [-0.0920, -0.0977, -0.2256], [-0.4214, -0.6326, -2.6076], [0.0567, 0.1108, 1.2689], [0.2372, -0.0955, 0.1880], [0.0382, 0.7338, 0.4740], [-0.0509, -0.0581, 0.3693], [-0.1741, 0.4989, 0.2635], [0.4114, -0.3380, -0.0658], [0.0653, -0.1754, 0.1326], [-0.6285, -0.0904, -0.4971], [0.5997, 0.2673, 0.0342], [-0.4424, -0.2761, -0.0656], [-0.0140, 0.1539, 0.1616], [0.1940, 0.2237, 0.0080], [0.0087, 0.0417, 0.0274], [0.3164, -0.0890, 0.1985], [0.0143, -0.3780, 0.0525], [0.8547, 0.5853, -0.6264], [-0.2366, -0.1340, 0.6399], [-0.0328, -0.3597, -0.1220], [-0.3380, -1.1901, -0.5284], [-0.2695, -0.0005, 0.0945], [-0.0089, -0.0905, 0.0451], [-0.1655, 0.4003, 0.4232], [0.1715, 0.7757, 0.0949], [-1.0768, 1.8489, 0.4761], [0.9132, -0.7520, -0.0788], [0.1198, -0.6620, -0.5004], [0.8548, -0.4176, 0.2161], [-0.1038, -0.1268, -0.0179], [-0.0680, -0.1669, 0.0448], [-0.2944, 0.2553, 0.0637], [-0.1087, -0.0210, -0.2921], [-0.1208, 0.0275, 1.5543], [-0.0461, 0.1674, -0.3420], [0.4332, 0.1708, -1.1060], [0.1317, -0.8183, -0.9926], [-0.1876, 0.0913, 0.4088], [0.0253, -0.2038, 0.0409], [-0.0996, 0.6418, 0.3398], [-0.1130, -0.0461, 0.3008], [-1.3012, -0.4110, 0.2465], [0.9650, -0.0474, -0.2462], [-0.1820, -0.4544, -0.3880], [0.2655, 1.2662, 0.1908], [-0.0305, 0.1123, 0.1361], [0.1369, 0.0057, -0.0101], [0.0215, -0.1073, 0.1349], [0.0169, -0.2443, -0.2520]], "mulliken_charge": [-0.780, 0.620, -0.623, -0.417, -0.324, 0.166, 0.235, 0.176, 0.211, 0.406, -0.721, -0.317, -0.060, 0.195, 0.263, -0.081, 0.187, 0.532, -0.718, -0.285, -0.020, 0.200, 0.204, 0.169, -0.084, 0.398, -0.717, -0.302, -0.123, 0.186, 0.307, 0.162, 0.109, 0.485, -0.727, -0.163, -0.098, 0.151, 0.155, 0.162, 0.029, 0.541, -0.710, -0.321, 0.039, 0.181, 0.206, -0.167, 0.160, 0.446, -0.638, -0.375, -0.149, 0.226, 0.164, 0.078, 0.173], "e_above_lowest_ev": 0.000, "homo_energy_ev": -7.19, "lumo_ev": 2.2, "energy_ha": -2037.43056, "total_charge": -1}

---

{"formula": "C7H28N14O7V", "method": "ωB97M-V/def2-TZVPD", "symbols": ["V", "C", "O", "N", "N", "H", "H", "H", "H", "C", "O", "N", "N", "H", "H", "H", "H", "C", "O", "N", "N", "H", "H", "H", "H", "C", "O", "N", "N", "H", "H", "H", "H", "C", "O", "N", "N", "H", "H", "H", "H", "C", "O", "N", "N", "H", "H", "H", "H", "C", "O", "N", "N", "H", "H", "H", "H"], "coordinates": [[-0.037, -0.200, -0.095], [-2.283, -0.176, 2.557], [-1.569, -0.287, 1.616], [-3.535, -0.461, 2.318], [-1.995, 0.303, 3.723], [-4.120, -0.429, 3.141], [-3.727, -0.891, 1.425], [-2.798, 0.599, 4.259], [-1.099, 0.764, 3.647], [-1.754, -2.402, -1.920], [-1.536, -1.597, -1.028], [-0.828, -2.902, -2.682], [-2.929, -2.873, -2.048], [-1.084, -3.333, -3.559], [0.142, -2.639, -2.587], [-3.567, -2.599, -1.315], [-3.115, -3.724, -2.559], [1.870, -2.821, -0.578], [1.259, -1.763, -0.736], [1.280, -3.974, -0.941], [2.973, -3.056, -0.053], [1.941, -4.721, -0.785], [0.332, -4.177, -1.226], [3.342, -3.984, 0.094], [3.477, -2.182, -0.013], [1.837, -0.939, 2.804], [1.229, -0.581, 1.794], [2.443, -2.094, 3.025], [2.006, -0.245, 3.887], [2.989, -2.349, 3.836], [2.502, -2.572, 2.137], [2.549, -0.601, 4.660], [1.679, 0.711, 3.903], [-1.859, 2.599, -0.104], [-1.619, 1.404, -0.347], [-2.845, 3.354, -0.544], [-1.184, 3.177, 0.869], [-2.995, 4.151, 0.057], [-3.488, 2.919, -1.190], [-1.356, 4.144, 1.105], [-0.339, 2.711, 1.167], [-0.037, 0.976, -3.191], [-0.042, 0.326, -2.165], [0.017, 0.519, -4.442], [0.081, 2.245, -3.162], [-0.085, -0.474, -4.599], [-0.202, 1.217, -5.139], [0.103, 2.773, -4.022], [0.198, 2.787, -2.318], [1.917, 2.505, 0.039], [1.336, 1.465, -0.212], [2.046, 3.082, 1.226], [2.616, 3.124, -0.846], [1.691, 2.527, 1.991], [2.523, 3.962, 1.364], [2.658, 2.720, -1.771], [2.993, 3.981, -0.469]], "atomic_forces_ev_per_a": [[-0.8916, 0.3685, -1.3588], [-2.0945, -0.4843, -1.9886], [4.5031, -0.5036, -2.4611], [-3.0145, -0.5222, 1.0881], [1.3525, 0.9541, 2.4877], [-0.8843, -0.5768, -0.8532], [-0.3985, 0.0388, 0.5158], [0.8434, 0.4884, 0.4737], [-0.2991, 0.3501, 1.0876], [1.8312, 1.8087, 2.2903], [0.4917, 1.3253, 1.7271], [2.8144, -1.4291, -2.9534], [-5.0064, -1.9475, -0.6326], [0.0908, -0.0784, 0.1773], [-0.3504, 0.4984, 0.0813], [-0.1032, -0.1402, -0.3716], [-0.1242, 0.2339, 0.1067], [-7.8849, -0.8499, -2.5826], [1.1022, 0.9995, -0.1016], [0.3877, -2.0004, -0.2923], [6.2524, 1.6105, 2.8455], [-1.1332, -0.7375, -0.5525], [0.2686, 0.4606, 0.1995], [0.4044, 0.6140, -0.0665], [1.1675, -0.5225, 0.5919], [-0.1052, -0.2822, -0.0192], [0.4447, -0.1622, 0.4426], [0.2199, -2.8901, -2.7744], [-0.5745, 4.0623, 2.6640], [-0.1613, 0.0829, -0.4832], [0.4444, -0.9738, 0.5901], [-0.2628, 0.4764, -0.1599], [0.1372, -0.2696, 0.3840], [0.2769, -2.8956, 0.9889], [-0.5154, 0.7907, -1.2092], [-0.7715, 0.1770, -1.1788], [1.8908, 1.3502, 1.8565], [-0.9905, -0.0035, -0.8864], [-0.3153, 0.6006, 0.3045], [0.5038, -0.2094, 0.1114], [-0.3303, 0.3347, 0.0565], [0.6973, -2.3947, 0.8611], [-0.0483, -1.9418, 0.1086], [-0.3757, -1.2957, -1.1356], [0.2661, 6.2531, 0.0979], [-0.1867, 0.3915, -0.2667], [0.0493, -0.8818, -0.4203], [0.0666, 0.0774, 0.3331], [-0.2749, -0.5128, -0.0383], [0.3351, -1.2581, 0.5217], [-0.9027, -0.9440, 0.5314], [-1.2026, -0.1973, 2.7115], [1.1999, 1.7424, -2.3500], [0.3037, 0.5419, 0.1968], [-0.1638, -0.4115, 0.3228], [0.3663, 0.7021, -0.0134], [0.6541, -0.0169, -1.6055]], "mulliken_charge": [1.240, 0.539, -0.249, -0.504, -0.470, 0.159, 0.202, 0.216, 0.194, 0.554, -0.246, -0.409, -0.433, 0.173, 0.197, 0.237, 0.188, 0.642, -0.608, -0.385, -0.523, 0.110, 0.184, 0.157, 0.308, 0.584, -0.461, -0.437, -0.370, 0.190, 0.191, 0.142, 0.192, 0.575, -0.267, -0.403, -0.358, 0.158, 0.285, 0.194, -0.075, 0.469, -0.108, -0.478, -0.336, 0.217, 0.168, 0.179, 0.108, 0.588, -0.392, -0.431, -0.395, 0.171, 0.180, 0.311, 0.140], "e_above_lowest_ev": 3.695, "homo_energy_ev": [-11.51, -14.61], "lumo_ev": [-4.4, -4.4], "energy_ha": -2520.59235, "multiplicity": 4, "total_charge": 2}